# 1
Below is a 2-piece molecular cluster, C3H9O3 overall, with properties calculated with the ωB97M-V functional and the def2-TZVPD basis.

Total energy, eV: -9398.2370
2S+1: 1
ΔE to the lowest compared entry with this formula, charge and spin, eV: 1.4901
HOMO-LUMO gap, hartree: 0.248
HOMO level, eV: -3.0
Total charge: -1

Cartesian coordinates (Å):
C  -1.8105  -0.0852  0.9849
H  -2.0310  0.6462  0.2297
O  4.0822  1.2192  -1.1403
H  -0.5862  -1.7776  0.3538
O  1.1264  0.8097  -0.4106
H  -1.6389  0.6732  1.7571
O  -3.0191  -0.9027  1.1380
H  -0.8113  0.4525  -0.9859
H  0.2265  -0.9649  -1.4508
C  -0.5018  -0.6852  0.5598
H  3.1232  1.1040  -0.8622
H  0.2988  -0.6023  1.3769
H  4.1545  1.9520  -1.7684
C  0.1423  -0.0399  -0.6791
H  -2.7549  -1.7992  0.8972

Let us look at the natural (NBO) charges, expressed in e, one per atom: -0.09 0.16 -1.01 0.17 -0.95 0.16 -0.74 0.07 0.04 -0.48 0.54 0.21 0.45 0.02 0.46

# 2
Below is a 2-piece molecular cluster, CH4O3S2 overall, with properties calculated with the ωB97M-V functional and the def2-TZVPD basis.

Total energy, eV: -28912.0153
2S+1: 1
ΔE to the lowest compared entry with this formula, charge and spin, eV: 0.8632
HOMO-LUMO gap, hartree: 0.262
HOMO level, eV: -8.9

Cartesian coordinates (Å):
S  -0.5140  -0.4775  -0.2099
O  -0.7493  2.1025  -2.1630
H  -2.4560  -0.6500  1.1869
O  -1.8031  -1.3351  1.1364
O  0.9343  0.4404  -1.7911
H  0.6563  -1.1361  1.6622
S  0.3144  1.3313  -2.7274
C  0.8702  -0.3490  0.9327
H  1.7341  -0.6117  0.4431
H  1.0130  0.6852  1.5301

Let us look at the natural (NBO) charges, expressed in e, one per atom: 0.42 -0.79 0.45 -0.85 -0.84 0.26 1.68 -0.77 0.22 0.21

# 3
Below is C21H50BNO11Si2 as an isolated structure, with properties calculated with the ωB97M-V functional and the def2-TZVPD basis.

Total energy, eV: -63036.0381
2S+1: 1
HOMO-LUMO gap, hartree: 0.323
HOMO level, eV: -8.9

Cartesian coordinates (Å):
H  4.0336  1.1604  5.2250
H  0.9196  -6.9450  -2.7536
H  -5.0699  5.2645  0.7589
H  -2.3602  0.4573  2.0204
H  3.4059  3.9432  -1.1789
C  -4.5571  4.6999  1.5390
H  4.1083  3.6139  3.6151
O  2.3584  -3.3963  -4.4153
C  1.7599  -0.6657  -2.7904
C  -1.0147  -1.5605  3.3620
O  1.2618  3.3163  0.2627
H  -5.6806  3.5630  -0.9375
C  2.6329  -0.3426  -1.5263
H  -0.7781  -4.0586  -3.9749
H  -1.7145  -4.1377  2.6608
H  -1.1476  2.5017  -0.6753
H  2.2488  1.8048  -2.1462
C  0.3584  -2.0958  3.6635
H  3.8436  2.7273  5.7957
N  4.3383  2.1228  5.1538
H  3.2051  0.2473  1.8151
H  1.6216  -1.7588  -2.8262
C  0.2340  0.6074  0.5138
H  -1.2885  -3.6051  5.1297
H  -0.1830  -3.7213  -5.6186
C  0.0100  -3.5824  -4.5549
H  -0.1545  -4.9340  5.1692
H  3.2796  0.6239  -3.8216
C  -0.5929  -4.1799  4.5161
H  -7.0397  4.6808  -0.6694
C  -1.2753  -4.8617  3.3484
O  0.4974  -3.3626  4.0775
O  1.8316  2.9960  3.1463
H  -1.0244  -0.5000  3.5920
Si  2.4773  4.4417  -0.1616
H  0.3867  2.1658  -5.3252
H  -0.9577  -7.5696  -4.2518
H  -0.5534  -5.4473  2.7771
C  0.4742  -6.1968  -3.4091
C  1.1588  1.7656  -4.6413
H  3.1955  4.9445  1.0258
H  0.6744  1.7147  -3.6334
H  0.5655  -7.4533  -5.1540
B  -1.0857  1.4201  0.9444
H  -7.2746  3.1330  -1.5057
C  2.6334  1.2167  -1.2941
H  3.7037  1.5121  -1.1640
C  -0.1768  -6.8867  -4.5899
C  1.3916  -4.0865  -4.2371
C  2.4702  -0.0987  -4.0807
Si  1.7970  1.6894  0.3760
H  -0.0294  -2.5191  -4.3221
O  1.5463  0.4556  -5.0116
H  1.7862  5.6085  -0.7516
H  2.9803  -0.9201  -4.6218
C  -7.1192  2.9757  0.5996
C  -6.7401  3.6333  -0.6999
H  -1.8067  -2.0147  3.9551
H  2.0324  2.4442  -4.5505
H  -3.4875  4.8996  1.4633
H  -0.2427  -5.6406  -2.8022
H  -2.0659  -5.5255  3.7013
O  -6.2223  2.9253  1.5943
O  1.5522  -5.3538  -3.8274
H  -0.6219  -6.1688  -5.2798
C  3.0960  1.3539  1.7184
H  3.6597  -0.7375  -1.6860
H  2.2602  -0.8674  -0.6174
H  0.7601  -0.1994  -2.6688
O  1.3400  -1.4271  3.4681
H  -4.3110  2.6919  2.2275
H  -1.2245  -1.6988  2.3009
H  -4.9196  5.0779  2.4965
H  0.0190  0.1884  -0.5007
C  4.1013  2.5135  3.7473
H  0.4511  -0.2543  1.1745
O  -1.6874  1.1151  2.2094
O  -8.2315  2.5614  0.7837
H  2.3669  1.1333  3.8237
O  -1.6657  2.4049  0.1257
C  -4.8281  3.2150  1.4231
H  4.0717  1.7113  1.3174
C  2.7656  1.9169  3.1452
H  4.9867  2.1441  3.1849
H  0.9331  2.6767  3.2390
H  -4.4534  2.7936  0.4894

Let us look at the Löwdin charges, expressed in e, one per atom: 0.06 0.12 0.07 0.09 -0.05 -0.06 0.12 0.10 -0.17 0.01 -0.42 0.07 -0.23 0.07 0.07 0.09 0.05 -0.52 0.06 -0.01 0.10 0.08 -0.09 0.11 0.10 0.02 0.12 0.12 -0.23 0.10 -0.07 0.01 -0.07 0.08 0.58 0.09 0.08 0.08 -0.23 -0.12 -0.06 0.07 0.08 -0.62 0.09 -0.26 0.07 -0.07 -0.53 -0.21 0.49 0.08 -0.20 -0.07 0.12 -0.54 0.01 0.08 0.09 0.08 0.11 0.08 0.00 0.01 0.07 -0.17 0.12 0.09 0.10 0.10 0.12 0.10 0.08 0.08 -0.22 0.06 0.07 0.10 0.13 0.14 -0.23 0.08 -0.38 0.10 0.08 0.10

# 4
Below is one molecule with the formula C4H8N2S2, with properties calculated with the ωB97M-V functional and the def2-TZVPD basis.

Total energy, eV: -28926.5755
2S+1: 1
ΔE to the lowest compared entry with this formula, charge and spin, eV: 1.7327
HOMO-LUMO gap, hartree: 0.330
HOMO level, eV: -8.4

Cartesian coordinates (Å):
H  -1.7459  1.2015  1.5734
H  -2.7603  -0.0568  1.9771
C  -1.9818  -1.4454  -0.4249
C  1.1402  -0.9139  -0.1858
H  0.7493  -1.8974  -0.3428
C  -1.1062  -0.3049  -0.8858
H  -1.6396  -2.0893  0.4022
H  1.7727  1.6452  -0.1474
H  -1.3110  0.0420  -1.8913
H  -2.5921  -1.9693  -1.1865
S  0.4184  1.7642  -0.2701
S  2.6403  -0.6843  0.3693
C  -2.2966  -0.0451  0.0581
H  -3.0904  0.5315  -0.4173
N  0.1651  0.0179  -0.3927
N  -2.0017  0.2064  1.4034

Let us look at the natural (NBO) charges, expressed in e, one per atom: 0.38 0.37 -0.43 -0.08 0.20 -0.08 0.24 0.17 0.21 0.23 0.14 -0.13 -0.06 0.18 -0.50 -0.84

# 5
Below is C20H37N6NaO3S as an isolated structure, with properties calculated with the ωB97M-V functional and the def2-TZVPD basis.

Total energy, eV: -51676.8822
2S+1: 1
ΔE to the lowest compared entry with this formula, charge and spin, eV: 0.6156
HOMO-LUMO gap, hartree: 0.314
HOMO level, eV: -8.3

Cartesian coordinates (Å):
H  -0.6881  -2.8094  1.4899
C  0.6324  -3.2634  -1.0388
C  2.5722  -0.8124  2.6323
H  -0.0437  3.5451  -1.7563
C  -2.7986  1.0100  -0.1418
C  -1.0941  2.7245  -0.0592
H  -1.2644  -0.1030  3.4471
N  4.2923  -0.6381  -3.5950
C  2.4530  0.6693  2.8802
H  3.4266  1.1471  2.7799
H  0.6416  3.9989  -0.2218
H  0.5473  -0.8527  -2.4114
H  -1.7248  -1.5372  -2.3194
H  -1.9882  1.3920  4.0301
N  -1.2396  -1.7887  -1.4639
H  -4.8302  0.8764  -0.8673
H  1.8266  -3.1788  1.6362
H  -1.8876  1.7291  -2.9123
O  1.2564  -1.3547  2.4831
C  1.2389  -2.7913  2.4773
C  -2.5313  0.6756  1.1862
Na  0.9299  -1.0134  0.3907
H  2.0601  0.8676  3.8763
H  1.9920  -2.4584  -4.6487
C  -0.1967  -3.2443  2.3642
H  -0.8518  4.7584  -0.7661
C  -0.8727  2.4390  1.2943
H  1.6973  -0.9552  -5.5176
H  -2.0701  3.4084  -2.4319
C  -3.3423  -0.3884  1.8896
H  -3.4530  2.3388  -2.3997
H  -0.7687  -2.9663  3.2501
H  -1.2651  -3.8513  -1.4347
O  0.8525  -4.3753  -0.5747
N  4.2897  0.1195  -2.4577
H  -0.1556  4.3950  1.8108
C  3.0305  -0.7791  -3.8824
H  -3.4233  -0.1836  2.9546
H  -0.1676  3.2804  3.1591
O  1.3973  -2.2502  -1.0652
C  -1.2552  0.9794  3.3315
C  -0.2988  3.8157  -0.7331
H  1.0862  3.1699  1.9309
C  -3.8953  0.3107  -0.9105
H  -0.2736  1.3143  3.6467
H  0.6300  0.7739  -2.4468
N  -0.6519  -3.0679  -1.6304
H  -4.1095  -0.6837  -0.5262
H  5.1527  0.3716  -2.0051
N  0.8581  -0.0599  -2.9961
C  0.0239  3.3584  2.0931
N  2.2565  -0.1333  -2.9612
H  -1.9253  -1.7974  -0.7142
H  -0.2297  -4.3236  2.2256
H  1.7866  1.1242  2.1505
H  3.0690  -1.3079  3.4741
C  3.0624  0.4331  -2.0262
H  3.2579  -1.7995  -5.7058
S  2.5652  1.2875  -0.6569
H  1.6881  -3.1507  3.4095
H  3.1645  -1.0193  1.7308
C  2.4608  -1.5440  -5.0125
H  -2.8978  -1.3845  1.7943
C  -2.0717  2.0270  -0.7682
H  -3.6442  0.2036  -1.9640
C  -1.5472  1.3730  1.9020
C  -2.3839  2.3949  -2.1993
H  -4.3569  -0.4456  1.5016

Let us look at the natural (NBO) charges, expressed in e, one per atom: 0.19 0.85 -0.07 0.22 -0.01 0.00 0.22 -0.27 -0.63 0.23 0.23 0.41 0.36 0.22 -0.69 0.22 0.21 0.22 -0.60 -0.09 -0.02 0.89 0.21 0.25 -0.62 0.22 -0.01 0.24 0.22 -0.64 0.22 0.21 0.36 -0.72 -0.37 0.22 0.38 0.22 0.22 -0.89 -0.64 -0.64 0.22 -0.65 0.22 0.38 -0.54 0.21 0.43 -0.65 -0.64 -0.21 0.35 0.24 0.22 0.18 0.25 0.24 -0.40 0.18 0.18 -0.66 0.21 -0.01 0.22 -0.02 -0.64 0.22

# 6
Below is a 2-piece molecular cluster, C2H5ISi overall, with properties calculated with the ωB97M-V functional and the def2-TZVPD basis.

Total energy, eV: -18131.0232
2S+1: 1
ΔE to the lowest compared entry with this formula, charge and spin, eV: 1.8842
HOMO-LUMO gap, hartree: 0.377
HOMO level, eV: -9.8

Cartesian coordinates (Å):
Si  0.2176  0.2546  -1.8377
H  0.3587  1.4208  -0.8957
H  0.3609  -3.0830  3.2786
I  1.0212  1.1997  -3.9370
C  0.0336  -2.1879  2.7767
C  -0.4758  -1.3695  2.0344
H  -1.2687  -0.1253  -1.8887
H  -0.8380  -0.4196  1.7741
H  1.0696  -0.7530  -1.4244

Let us look at the natural (NBO) charges, expressed in e, one per atom: 0.66 -0.15 0.24 -0.22 -0.22 -0.25 -0.13 0.23 -0.16

# 7
Below is C22H38O3P2SSn as an isolated structure, with properties calculated with the ωB97M-V functional and the def2-TZVPD basis.

Total energy, eV: -64808.5739
2S+1: 1
ΔE to the lowest compared entry with this formula, charge and spin, eV: 1.4927
HOMO-LUMO gap, hartree: 0.181
HOMO level, eV: -6.2

Cartesian coordinates (Å):
H  -4.2243  1.3066  -5.0466
H  -2.2588  2.6428  -3.8474
H  -2.8871  -2.6548  -4.9839
H  -4.6488  -1.3282  -5.3042
H  2.1809  0.7347  -4.9025
H  2.8801  -0.5741  0.7310
C  -0.1419  0.3831  4.1833
S  1.3447  1.8413  0.6862
H  -0.1131  -3.8514  -4.5557
H  4.0233  -1.5312  -0.2787
H  0.8505  3.6231  -5.3799
H  -0.2258  1.5574  8.0534
H  -2.1898  -0.9716  -1.4506
H  -0.6617  -0.5174  -2.0868
C  -2.2636  0.8186  -2.6147
H  0.9299  -3.1328  -5.7997
C  -1.9064  1.5889  -3.8907
H  -1.1701  0.0399  -5.2781
H  1.0687  1.5651  -6.0232
H  0.5294  3.9995  5.4054
H  1.1876  3.0850  -1.6913
H  -1.8100  1.5641  -6.0464
C  0.3014  -0.3224  -5.2795
H  -1.5607  2.5745  7.5114
P  0.6675  -1.5422  -3.9489
H  -1.8283  1.4039  -1.7838
C  -0.4884  2.3842  7.3860
H  -1.4577  -2.6514  -3.0605
H  0.4577  -0.7659  -6.2707
H  2.5268  2.9035  -2.8414
C  0.4628  1.3117  3.3011
H  2.4595  -2.7051  -2.8258
H  -0.7911  -2.7061  -5.7267
H  -0.5951  4.0821  -4.4301
C  0.6302  2.6441  3.7289
O  0.6592  0.9466  -0.3313
C  -0.1762  2.0404  5.9552
H  2.2161  -1.9020  -0.3239
C  -0.0898  3.2532  -4.9417
C  -0.4320  0.7322  5.4881
C  -3.5379  0.5030  -5.3981
C  2.4030  -2.1962  -3.7993
C  -2.8751  -1.7661  -4.3421
H  -3.3510  0.7663  -2.4443
Sn  2.4937  0.1874  -1.8801
H  0.0502  3.2783  7.7140
H  3.1510  -1.3835  -3.8575
H  -3.7752  0.3719  -6.4649
H  -0.7229  2.9334  -5.7775
H  1.0145  3.3923  3.0404
C  -2.0641  0.9110  -5.1995
C  -3.9521  -0.7627  -4.6610
H  -0.8537  -0.0077  6.1588
C  0.0946  -2.9267  -5.1105
H  -4.4672  -0.5073  -3.7152
C  -1.9588  -1.7043  -3.3754
P  0.3189  1.9110  -3.6879
C  -1.7218  -0.6020  -2.3787
C  1.1133  0.9260  -5.1232
C  1.4397  3.1001  -2.7595
C  0.3465  2.9753  5.0518
H  2.5568  -2.9221  -4.6101
O  0.8950  0.8114  2.1268
H  -0.3316  -0.6201  3.8000
O  2.8130  1.6501  0.5613
H  1.2307  4.1160  -3.1563
C  2.9924  -1.1250  -0.2090

Let us look at the natural (NBO) charges, expressed in e, one per atom: 0.19 0.20 0.20 0.22 0.20 0.27 -0.29 1.73 0.21 0.22 0.22 0.21 0.23 0.24 -0.48 0.21 -0.01 0.34 0.23 0.21 0.25 0.20 -0.91 0.21 0.79 0.23 -0.62 0.22 0.22 0.26 0.39 0.23 0.24 0.21 -0.33 -1.04 -0.07 0.22 -0.91 -0.19 -0.37 -1.00 -0.18 0.23 1.26 0.21 0.21 0.22 0.24 0.21 -0.63 -0.45 0.21 -0.89 0.20 -0.20 1.08 -0.47 -0.64 -0.91 -0.19 0.24 -0.72 0.22 -0.97 0.24 -1.28

# 8
Below is C23H32Br2NO4PTm as an isolated structure, with properties calculated with the ωB97M-V functional and the def2-TZVPD basis.

⟨S²⟩: 2.004
Total energy, eV: -212914.1454
2S+1: 3
HOMO-LUMO gap (spin up / spin down), hartree: 0.187 / 0.189
HOMO level (spin up / spin down), eV: -15.9 / -15.9
Total charge: +3

Cartesian coordinates (Å):
C  -2.1009  0.3746  -3.0370
H  1.2211  -4.7895  0.9507
H  2.2751  1.4551  -2.6798
C  -0.3557  -0.4722  1.1219
H  2.2217  2.7711  3.9780
O  3.5047  -0.9469  0.2298
H  -4.8389  1.3100  0.8009
O  1.4823  0.4210  5.0292
C  3.8247  -2.1886  0.8439
H  2.5544  -4.7112  2.2359
H  4.5408  0.7819  -1.3146
C  2.3114  1.8798  3.2443
H  -8.1152  0.4375  -1.4001
H  1.5663  -1.5739  3.3406
O  -0.5916  -1.3019  -3.9870
H  -5.4109  3.6327  -0.9958
O  -3.3500  -0.7293  0.3043
C  1.2055  -0.6272  1.2525
C  2.1088  -0.7815  -0.0120
H  -1.0220  -0.3366  2.0514
H  -3.5962  3.6758  -0.7716
H  4.7202  2.0333  -2.6390
C  4.4817  0.9160  -2.4508
C  -7.1342  0.9342  -1.0453
H  1.8266  1.2547  5.4285
H  1.1282  2.5962  1.6622
H  3.7828  -2.1684  2.0184
C  -2.9188  0.5061  -1.8639
H  -3.9318  2.8642  1.4649
H  0.1793  0.9707  3.3772
H  -5.7556  2.8692  1.1410
C  -6.0417  0.6390  -2.1882
H  3.7595  -4.3458  0.2517
H  5.3159  0.3470  -3.0104
C  -4.7464  2.4451  0.7846
H  4.9374  -2.4010  0.5996
C  1.2596  0.6927  3.6074
N  2.1227  2.3720  1.8382
C  1.7806  -0.6002  2.7596
C  1.9190  -4.0561  1.4893
H  -6.7957  0.3767  -0.0992
C  -0.0135  -0.6142  -1.6096
H  -2.3282  0.9102  -4.0196
C  -2.5052  -0.2775  -0.5088
H  3.4043  1.5326  3.3217
C  2.4475  -0.8470  -2.7951
H  2.7204  3.1924  1.6779
H  1.8470  -1.0826  -3.7528
H  -5.7694  -0.4836  -2.1026
C  -0.9100  -0.4687  -0.3195
H  1.3780  -3.2244  2.0542
H  2.4698  -3.4025  -0.6406
Tm  3.8434  -3.2510  3.4251
Br  3.1452  0.9200  -5.0461
H  -6.4528  0.7545  -3.2641
C  -4.5056  2.9633  -0.7260
C  1.5488  -0.7544  -1.4836
Br  3.9173  -2.1717  -2.7345
C  2.9916  -3.4851  0.3661
P  -4.4334  1.6130  -2.0335
C  3.0193  0.6691  -3.0493
C  -0.8119  -0.6058  -2.9782
H  2.9314  -0.4542  2.7088
H  -7.2587  2.0416  -0.8011

Let us look at the natural (NBO) charges, expressed in e, one per atom: -0.14 0.33 0.24 -0.19 0.20 -0.51 0.23 -0.73 0.02 0.09 0.22 -0.25 0.28 0.17 -0.43 0.29 -0.48 -0.07 0.38 0.27 0.29 0.25 -0.67 -0.62 0.50 0.37 -0.08 -0.47 0.25 0.20 0.26 -0.75 0.25 0.26 -0.63 0.26 0.11 -0.86 -0.48 -0.65 0.23 -0.09 0.28 0.55 0.19 -0.35 0.39 0.31 0.29 -0.09 0.23 0.32 1.88 0.04 0.30 -0.77 -0.03 0.06 -0.49 1.35 -0.24 0.51 0.21 0.23